ORCA calculation (the ωB97M-V functional and the def2-TZVPD basis) on a 12-piece molecular cluster, C40H112N8O12 overall.

```
172
C40H112N8O12 the ωB97M-V functional and the def2-TZVPD basis
C 7.86 -3.77 -20.42
H 1.48 -7.34 -25.55
H 4.51 1.71 -17.05
O 6.41 0.14 -19.30
H 6.40 1.77 -32.01
C 6.10 -0.57 -27.15
H 8.67 1.65 -18.98
H 1.57 -0.09 -27.46
H 1.71 -5.04 -23.05
C 4.76 3.18 -29.23
H 3.70 3.61 -23.81
H 1.42 -1.84 -25.73
H 3.94 3.52 -29.86
H 5.22 0.15 -16.97
H 3.26 7.99 -19.83
C 8.09 3.56 -20.76
C 10.27 5.24 -25.19
H 14.89 0.98 -20.40
C 2.49 0.08 -26.90
H 3.21 -0.57 -27.40
C 3.99 7.18 -19.77
H 2.08 6.79 -24.24
H 5.39 -1.23 -26.65
H 9.92 -1.38 -27.29
H 4.98 4.77 -23.44
N 2.31 -1.72 -25.28
H 4.13 3.87 -22.15
H 2.77 1.10 -27.15
O 9.33 3.14 -20.23
H 10.83 1.35 -26.99
N 6.96 5.40 -21.87
O 10.88 5.74 -26.36
H 1.60 -1.25 -19.88
C 6.54 0.09 -22.84
H 1.32 3.72 -24.01
H 8.41 -4.47 -19.79
H 7.66 5.73 -19.25
H 4.21 0.85 -30.73
H 6.64 3.39 -31.38
H 9.26 1.07 -20.63
H 3.34 -0.68 -22.39
O 11.70 -1.61 -22.09
C 5.59 2.07 -30.02
N 10.36 2.85 -25.84
H 6.44 -1.67 -22.14
H 1.62 0.16 -23.52
H 5.16 2.86 -25.94
H 6.31 1.55 -17.05
H 8.91 4.01 -26.54
C 11.99 6.70 -26.01
H 1.92 -8.74 -24.51
H 2.28 -5.23 -24.70
H 4.62 -6.01 -23.87
C 2.05 -0.62 -20.64
H 7.77 2.98 -21.62
C 1.02 2.69 -23.82
C 3.54 6.69 -22.05
H 5.01 7.47 -20.01
H 0.50 0.16 -24.84
C 5.52 3.05 -26.95
C 1.50 0.48 -24.56
H 7.59 0.40 -22.77
H 5.80 0.43 -26.81
H 9.53 -1.37 -24.97
C 9.32 1.81 -19.83
C 2.92 -1.40 -21.69
C 10.33 -1.74 -22.25
H 8.14 7.01 -20.19
H 7.32 -5.26 -21.92
H 8.26 1.17 -27.10
H 8.07 2.56 -24.83
C 9.49 3.94 -25.61
N 10.84 0.46 -27.45
O 6.22 -0.80 -21.80
C 5.37 1.14 -17.41
H 2.20 -1.99 -24.31
H 1.33 2.40 -22.81
H 12.93 6.20 -25.77
N 4.32 -4.05 -23.34
H -0.04 2.43 -23.91
H 11.69 -0.88 -20.10
H 13.73 -2.40 -20.32
H 2.07 5.14 -22.53
O 2.09 -2.41 -22.35
H 3.80 -1.80 -21.19
H 5.97 1.98 -23.61
N 13.88 0.92 -20.32
O 7.12 -3.39 -22.65
H 6.98 6.39 -22.03
C 8.18 5.05 -21.18
C 13.54 -0.36 -20.91
H 9.40 0.30 -24.80
O 2.05 -6.96 -23.59
H 13.89 -0.28 -21.94
H 10.13 -2.44 -23.06
O 4.45 2.74 -27.86
H 5.27 -4.03 -23.00
H 10.99 -0.35 -25.09
H 9.84 -0.78 -22.37
H 7.29 3.45 -20.03
H 13.75 0.96 -19.32
H 9.14 3.27 -23.53
H 2.38 5.34 -24.91
C 2.39 -5.60 -23.68
H 12.25 7.33 -26.87
H 11.72 7.35 -25.18
H 11.67 -0.07 -27.21
H 3.55 -5.27 -21.13
H 3.15 -7.81 -25.15
C 8.39 0.11 -27.29
C 4.11 -5.90 -21.82
C 14.14 -1.43 -20.02
C 3.00 5.51 -22.96
C 7.83 -4.29 -21.87
H 4.36 0.63 -19.30
H 1.26 0.00 -21.08
C 8.59 3.44 -24.45
H 5.43 1.99 -19.37
H 5.68 1.91 -21.93
H 4.42 -3.79 -24.31
H 6.16 5.12 -21.33
H 13.95 -1.27 -18.96
H 6.78 -3.75 -20.28
O 3.54 6.22 -20.69
H 8.85 -4.48 -22.21
H 2.76 -0.01 -20.09
H 7.86 4.21 -24.21
H 4.57 6.90 -22.32
H 9.91 -2.19 -21.35
H 5.74 4.12 -27.00
C 3.91 -5.46 -23.25
H 6.52 1.96 -29.46
O 1.66 1.88 -24.79
C 5.33 0.99 -18.95
H 11.21 3.27 -26.18
C 8.39 5.97 -20.02
H 11.53 0.35 -21.40
H 6.42 2.49 -27.20
H 6.34 -0.35 -23.81
H 3.98 6.83 -18.74
H 8.30 0.05 -28.38
H 2.67 -3.10 -22.69
H 6.30 -0.10 -20.22
C 9.94 -0.45 -25.38
H 6.01 -0.67 -28.23
N 4.88 0.80 -29.97
H 11.02 4.93 -24.46
N 2.73 6.02 -24.26
H 9.04 5.12 -21.86
H 8.17 -2.74 -20.29
H 15.22 -1.47 -20.14
H 4.28 0.90 -29.17
C 5.94 2.56 -31.40
H 5.29 4.13 -29.11
H 5.12 -5.93 -21.41
H 9.40 5.90 -19.62
C 4.02 4.38 -23.10
H 5.05 2.86 -31.94
C 12.01 -0.58 -21.10
C 9.76 -0.39 -26.87
C 5.61 1.31 -22.83
H 7.12 -3.69 -23.57
C 2.52 -0.29 -25.39
H 9.57 5.96 -24.74
H 10.37 1.76 -19.55
O 7.47 -0.80 -26.82
H 3.72 -6.91 -21.69
H 3.55 -0.04 -25.17
H 4.57 1.09 -23.08
H 10.73 2.41 -25.01
H 3.01 7.63 -22.22
C 2.14 -7.70 -24.76
```

Output
Highest occupied orbital energy ... -8.6 eV
F_max ... 2.857 eV/A
Charge ... 0
SMILES ... COC[C@H](C)N.COC[C@H](C)N.COC[C@H](C)N.COC[C@H](C)N.COC[C@H](C)N.COC[C@H](C)N.COC[C@H](C)N.COC[C@H](C)N.CCO.CCO.CCO.CCO
Energy above the lowest of the compared OMol25 structures with the same formula, charge and spin ... 52.2 kcal/mol
Energy ... -2931.86663 Ha